[1]
ORCA calculation (ωB97M-V/def2-TZVPD) on a structure of composition C22H38BN12Tc.

Output
- Charge: +4
- Multiplicity: 3
- HOMO (alpha / beta): -20.37 / -20.37 eV
- E_LUMO (alpha / beta): -13.470 / -14.049 eV

Element x y z (Å)
Tc: 10.36149 -8.33389 1.70327
N: 9.58817 -7.98712 3.78981
C: 9.34678 -6.51906 4.06154
C: 8.77314 -5.87057 2.91639
N: 9.69239 -6.13568 1.66631
C: 8.92527 -5.76195 0.43726
C: 8.04495 -6.90526 0.04825
N: 9.03985 -7.98562 -0.04349
C: 10.98398 -5.23267 1.60710
C: 12.16448 -5.76798 2.30423
N: 12.20027 -7.16657 1.78669
H: 8.72033 -8.46671 3.90859
H: 10.29469 -8.41167 4.42401
H: 10.31947 -6.10496 4.36258
H: 8.69791 -6.45270 4.92628
H: 8.76924 -4.81445 3.18722
H: 7.72089 -6.11579 2.70836
H: 9.57975 -5.66511 -0.37267
H: 8.38079 -4.80659 0.62353
H: 7.60920 -6.74185 -0.92005
H: 7.23707 -7.25540 0.65565
H: 9.58135 -7.79677 -0.89182
H: 8.57613 -8.85776 -0.31646
H: 10.73188 -4.14541 1.76331
H: 11.26534 -5.25098 0.57744
H: 12.14853 -5.91767 3.39787
H: 13.08552 -5.26841 1.98740
H: 12.86327 -7.81974 2.28893
H: 12.50409 -7.20068 0.86452
C: 6.45904 -8.90403 2.44917
C: 7.34878 -10.00741 1.93972
C: 6.88792 -11.30370 1.48743
C: 7.94189 -12.10768 1.25719
N: 9.01348 -11.31950 1.45953
N: 8.69979 -10.04488 1.85641
B: 10.43009 -11.42676 1.07364
N: 10.76083 -10.53739 -0.15542
C: 11.04091 -10.98109 -1.35767
C: 11.75068 -9.98039 -2.00457
C: 11.84577 -8.90167 -1.11185
C: 12.24519 -7.50485 -1.50860
N: 11.27492 -9.34290 -0.00721
N: 11.58307 -11.05263 2.16019
C: 12.48694 -11.77282 2.83264
C: 13.14173 -11.06381 3.73559
C: 12.66249 -9.72769 3.58379
C: 13.13115 -8.55486 4.31776
N: 11.71465 -9.78855 2.62747
N: 10.88057 -12.85020 0.76976
C: 10.47379 -14.24444 1.06545
C: 11.67718 -15.05740 0.84215
C: 12.70283 -14.23010 0.20069
C: 14.00167 -14.44549 -0.12141
N: 12.17792 -12.89992 0.38779
H: 5.52930 -8.84162 1.88497
H: 6.85392 -7.92728 2.60088
H: 6.01456 -9.17923 3.38012
H: 5.87024 -11.46241 1.28308
H: 8.06006 -13.06933 0.85646
H: 10.68603 -11.88933 -1.66653
H: 12.08255 -10.06326 -3.03626
H: 12.59061 -7.65847 -2.48689
H: 13.06990 -7.04382 -0.97756
H: 11.47984 -6.73466 -1.49969
H: 12.54667 -12.81728 2.63261
H: 13.92664 -11.60361 4.29261
H: 12.99003 -8.73127 5.37379
H: 12.64776 -7.61179 4.07478
H: 14.26028 -8.45878 4.25569
H: 9.44048 -14.40215 1.60965
H: 11.83273 -16.17797 0.93070
H: 14.16298 -13.67003 -0.67556
H: 14.25475 -15.55188 -0.36428
H: 14.65743 -14.22346 0.96345

***

[2]
ORCA calculation (ωB97M-V/def2-TZVPD) on a structure of composition C22H38GeN5Pb.

Output
- Charge: -1
- Multiplicity: 1
- Relative energy (zero: lowest compared OMol25 entry of this formula, charge and spin): 0.00 kJ/mol
- HOMO (alpha / beta): -2.05 / -2.06 eV
- E_LUMO (alpha / beta): 1.515 / 1.515 eV

Element x y z (Å)
Pb: 0.25083 -0.08042 1.46300
N: -3.11706 -0.59993 1.55367
C: -3.89847 -1.67025 2.15400
C: -4.49251 -1.42126 3.55359
C: -3.41774 -1.43920 4.65038
N: -2.33101 -0.46086 4.49516
H: -3.52940 0.30348 1.77377
H: -3.02081 -0.72929 0.54199
H: -3.26575 -2.57931 2.21734
H: -4.74256 -1.97919 1.49091
H: -5.17453 -2.24604 3.75168
H: -5.09567 -0.50927 3.59118
H: -2.90729 -2.41293 4.58770
H: -3.85377 -1.37039 5.65736
H: -2.08775 -0.38696 3.50164
H: -2.65993 0.46817 4.77243
C: 3.35818 -0.88434 4.63803
C: 2.91263 -1.39293 3.24633
C: 2.95370 -2.93160 3.21413
C: 3.84254 -0.83423 2.16553
C: 1.48779 -1.01320 3.04717
H: 4.39658 -1.18147 4.85655
H: 2.71399 -1.29912 5.42622
H: 3.27823 0.20213 4.69218
H: 3.97625 -3.29408 3.36139
H: 2.58520 -3.30651 2.24954
H: 2.29893 -3.35049 3.99462
H: 4.89848 -1.06278 2.36869
H: 3.74314 0.25208 2.12124
H: 3.57021 -1.22396 1.17978
H: 0.85994 -1.23153 3.94542
N: -1.15447 2.76228 -9.03386
C: -1.18610 2.15476 -8.04612
C: -1.23312 1.39716 -6.85321
C: -0.98328 2.04367 -5.64329
C: -1.09689 1.31052 -4.45233
C: -1.42777 -0.07379 -4.49467
C: -1.62544 -0.71528 -5.73858
C: -1.54047 0.02939 -6.91552
N: -1.60591 -0.80702 -3.29405
C: -1.40271 -2.15614 -3.05564
C: -1.69878 -2.37901 -1.74116
N: -2.08814 -1.22809 -1.14344
C: -2.03808 -0.32986 -2.10157
H: -0.75320 3.09719 -5.58938
H: -0.94523 1.82683 -3.51018
H: -1.84911 -1.77711 -5.78369
H: -1.70893 -0.46605 -7.87146
H: -1.09294 -2.85244 -3.82447
H: -1.70053 -3.30226 -1.18891
H: -2.35801 0.68242 -1.94338
C: 0.90416 3.41909 -1.43139
Ge: 2.18143 2.32158 -0.47195
C: 2.31551 3.03396 1.33160
C: 3.90534 2.64752 -1.32086
C: 1.57215 0.42362 -0.34670
H: 1.10700 4.48135 -1.22749
H: -0.12032 3.22312 -1.08699
H: 0.94167 3.25626 -2.51205
H: 2.88401 3.96935 1.24321
H: 2.81390 2.34897 2.01827
H: 1.33439 3.28552 1.72390
H: 4.13480 3.71808 -1.24724
H: 3.86798 2.39904 -2.38595
H: 4.71112 2.06371 -0.85560
H: 2.39455 -0.28093 -0.21791
H: 1.00903 0.13826 -1.25055

***

[3]
ORCA calculation (ωB97M-V/def2-TZVPD) on a structure of composition C22H38KN2Sb2Se4Si3.

Output
- Charge: -1
- Multiplicity: 1
- Relative energy (zero: lowest compared OMol25 entry of this formula, charge and spin): 26.91 kJ/mol
- HOMO (alpha / beta): -4.01 / -3.97 eV
- E_LUMO (alpha / beta): 0.359 / 1.159 eV

Element x y z (Å)
K: -1.33941 0.71547 -1.24038
C: 0.35487 -4.78979 0.15448
Sb: 0.79753 -2.64898 0.15931
C: -0.76536 -2.32483 -1.27623
C: -0.74610 -1.86260 -2.63748
C: 0.34168 -1.27274 -3.30653
C: 0.18825 -0.80468 -4.59635
C: -1.03310 -0.95699 -5.23041
C: -2.05993 -1.57788 -4.52278
N: -1.93838 -1.99924 -3.28007
Si: -2.50884 -2.67392 -0.59078
C: -3.13483 -4.36875 -1.09138
C: -2.39157 -2.62575 1.29334
C: -3.82181 -1.40218 -1.02649
C: 2.78588 -2.75312 -0.83244
C: 3.03038 -1.30952 -1.21924
C: 4.17029 -0.85381 -1.88056
C: 4.33403 0.50515 -2.09492
C: 3.37846 1.39152 -1.63064
C: 2.28018 0.86497 -0.97417
N: 2.10418 -0.44164 -0.79560
Si: 3.97398 -3.00078 0.65513
C: 3.96085 -1.45569 1.71856
C: 3.48300 -4.42323 1.77960
C: 5.75486 -3.28892 0.11606
Si: 2.98623 -4.08427 -2.17988
C: 1.51278 -4.32345 -3.31589
C: 3.31507 -5.77985 -1.42848
C: 4.43623 -3.75454 -3.33628
H: -0.54625 -4.94218 0.74340
H: 1.16491 -5.34207 0.62415
H: 0.18396 -5.17164 -0.84819
H: 1.28433 -1.15106 -2.79743
H: 1.01008 -0.30424 -5.09166
H: -1.20421 -0.58141 -6.22823
H: -3.03646 -1.70848 -4.97740
H: -2.57294 -5.16831 -0.61058
H: -3.08032 -4.50560 -2.16965
H: -4.17920 -4.45978 -0.78921
H: -1.81746 -3.44807 1.71910
H: -3.40183 -2.68571 1.70278
H: -1.95432 -1.69607 1.65956
H: -4.21504 -1.58338 -2.02318
H: -3.49154 -0.36383 -0.99233
H: -4.63663 -1.47858 -0.30495
H: 4.92065 -1.54994 -2.21568
H: 5.21093 0.86681 -2.61757
H: 3.45016 2.45792 -1.78350
H: 1.51001 1.52777 -0.60347
H: 2.96579 -1.25950 2.12090
H: 4.27862 -0.56825 1.17393
H: 4.64199 -1.59310 2.56094
H: 2.52349 -4.24209 2.26450
H: 4.23705 -4.48419 2.56697
H: 3.43909 -5.39084 1.28567
H: 6.16943 -2.42996 -0.40934
H: 5.87646 -4.16556 -0.51758
H: 6.35954 -3.44362 1.01222
H: 0.55744 -4.34730 -2.79706
H: 1.64262 -5.28265 -3.82322
H: 1.45226 -3.55246 -4.08115
H: 2.45952 -6.16683 -0.87946
H: 4.18136 -5.80858 -0.77150
H: 3.51108 -6.46769 -2.25386
H: 4.29498 -2.85371 -3.93160
H: 4.49432 -4.59862 -4.02747
H: 5.39500 -3.68275 -2.82502
Se: -3.67618 4.09151 -3.65128
Sb: -2.04179 4.13278 -1.86262
Se: -1.65601 6.55883 -1.37118
Se: -2.82330 2.98428 0.18255
Se: 0.09032 3.09252 -2.57156